Entry 1:
87
Properties=species:S:1:pos:R:3 method="wB97M-V/def2-TZVPD" charge=+1 total_energy_ev=-76627.76472
C -1.47 3.85 1.33
C -0.93 5.35 1.54
O -1.81 6.24 1.74
O 0.45 5.73 1.54
C 0.66 6.94 0.76
O 0.43 8.08 1.23
C 1.26 6.79 -0.75
C 1.45 5.20 -0.97
N 0.39 4.48 -1.65
C 0.50 3.05 -1.83
O -0.59 2.41 -2.51
C 1.75 2.22 -1.31
C 1.70 0.65 -1.57
C 2.52 0.22 -2.90
C 2.76 -1.39 -2.78
N 1.63 -2.12 -2.11
C 2.94 2.96 -0.58
C 4.22 2.18 -0.06
O 4.56 1.07 -0.56
O 5.10 2.68 0.98
C 2.74 4.53 -0.40
S 3.97 5.62 0.45
H -0.77 3.05 1.79
H -2.47 3.75 1.89
H -1.70 3.61 0.22
H 0.54 7.24 -1.53
H 2.25 7.36 -0.88
H -0.42 5.05 -1.96
H -0.41 2.42 -3.48
H 0.62 0.27 -1.69
H 2.17 0.13 -0.66
H 1.90 0.45 -3.84
H 3.54 0.77 -2.94
H 3.70 -1.61 -2.14
H 2.87 -1.86 -3.83
H 1.70 -2.08 -1.09
H 0.71 -1.79 -2.45
H 5.89 3.03 0.48
H 5.25 5.24 0.04
C -2.07 -2.83 -1.57
O -1.34 -2.04 -2.16
N -1.99 -4.16 -1.75
N -3.02 -2.43 -0.69
H -2.58 -4.83 -1.27
H -1.30 -4.50 -2.39
H -3.11 -1.44 -0.53
H -3.62 -3.06 -0.20
C -4.99 -5.52 -2.82
O -4.76 -4.96 -1.75
N -5.92 -6.49 -2.94
N -4.35 -5.20 -3.97
H -6.13 -6.96 -3.80
H -6.42 -6.75 -2.10
H -3.65 -4.48 -3.92
H -4.52 -5.65 -4.85
C 5.44 3.65 4.91
O 4.94 4.05 5.95
N 6.76 3.36 4.79
N 4.72 3.46 3.77
H 7.20 3.03 3.95
H 7.33 3.48 5.62
H 3.74 3.67 3.81
H 5.12 3.14 2.90
C -7.73 -9.62 -4.38
O -6.87 -8.82 -4.05
N -7.44 -10.78 -5.01
N -9.05 -9.42 -4.14
H -8.13 -11.46 -5.29
H -6.47 -10.97 -5.21
H -9.31 -8.57 -3.67
H -9.77 -10.07 -4.40
C 2.19 6.57 7.37
O 2.16 5.68 8.20
N 2.87 6.46 6.20
N 1.54 7.75 7.53
H 2.90 7.18 5.50
H 3.37 5.59 6.03
H 1.02 7.87 8.39
H 1.55 8.49 6.86
C -0.16 -5.80 1.56
O -1.14 -6.44 1.24
N 0.14 -4.60 1.00
N 0.72 -6.22 2.50
H 0.94 -4.05 1.24
H -0.49 -4.25 0.29
H 0.53 -7.10 2.94
H 1.53 -5.70 2.78

=====

Entry 2:
77
Properties=species:S:1:pos:R:3 method="wB97M-V/def2-TZVPD" de_lowest_ev=0.249 charge=0 total_energy_ev=-53495.70056 smiles="C[N+](=O)[O-].C[N+](=O)[O-].C[N+](=O)[O-].CCOC(C)=O.CCOC(C)=O.CCOC(C)=O.CCOC(C)=O"
C -1.42 -0.51 -0.57
N -2.57 -0.18 0.34
O -3.48 0.49 -0.09
O -2.48 -0.60 1.47
H -1.62 -1.56 -0.77
H -0.53 -0.30 0.02
H -1.45 0.04 -1.51
C -3.72 2.82 -2.33
N -4.48 3.24 -3.55
O -5.69 3.03 -3.49
O -3.92 3.72 -4.51
H -3.93 1.76 -2.20
H -4.12 3.41 -1.51
H -2.67 2.95 -2.56
C -0.91 -3.84 0.89
N -2.09 -4.46 1.56
O -2.92 -4.97 0.85
O -2.14 -4.39 2.76
H -0.83 -4.29 -0.09
H -0.03 -4.04 1.49
H -1.14 -2.78 0.88
C -1.13 0.93 -4.75
C -1.12 -0.33 -5.61
O 0.15 -0.97 -5.60
C 1.11 -0.41 -6.35
C 2.40 -1.18 -6.43
O 0.96 0.60 -6.98
H -0.49 1.75 -5.09
H -0.59 0.72 -3.82
H -2.13 1.28 -4.53
H -1.79 -1.04 -5.14
H -1.43 -0.11 -6.63
H 2.48 -1.53 -7.46
H 2.41 -2.04 -5.77
H 3.24 -0.53 -6.21
C 0.09 0.20 8.39
C 0.18 -0.50 7.04
O -1.11 -0.74 6.49
C -1.15 -1.20 5.22
C -2.54 -1.43 4.75
O -0.16 -1.41 4.58
H -0.32 -0.47 9.14
H -0.50 1.11 8.28
H 1.12 0.44 8.67
H 0.74 0.10 6.33
H 0.71 -1.45 7.15
H -2.88 -0.52 4.25
H -3.17 -1.65 5.62
H -2.62 -2.34 4.15
C 2.02 1.79 -1.26
C 1.09 2.33 -2.33
O 1.11 3.76 -2.35
C 2.09 4.36 -3.04
C 2.15 5.84 -2.75
O 2.87 3.77 -3.74
H 2.15 0.71 -1.44
H 1.60 1.81 -0.25
H 3.02 2.21 -1.32
H 1.32 2.01 -3.35
H 0.07 2.01 -2.11
H 1.17 6.28 -2.94
H 2.97 6.27 -3.31
H 2.34 5.95 -1.69
C 2.38 -3.85 3.08
C 3.26 -2.93 2.22
O 3.06 -1.58 2.57
C 2.10 -0.86 1.98
C 1.97 0.51 2.60
O 1.38 -1.27 1.10
H 2.51 -3.63 4.14
H 2.55 -4.87 2.77
H 1.34 -3.56 2.86
H 4.31 -3.17 2.41
H 3.07 -3.13 1.17
H 2.98 0.83 2.87
H 1.29 0.38 3.44
H 1.52 1.18 1.87

=====

Entry 3:
67
Properties=species:S:1:pos:R:3 method="wB97M-V/def2-TZVPD" charge=0 total_energy_ev=-41808.39500 smiles=CC[C@@](S)(C#N)[C@@H](C#N)CN.CCOCC.CCOCC.CCOCC
C -0.06 -3.05 -2.33
C -1.70 -3.07 -2.58
C -2.25 -1.60 -3.18
S -2.00 -0.36 -1.80
C -1.30 -1.32 -4.52
N -0.64 -0.90 -5.55
C -3.81 -1.85 -3.62
C -4.70 -2.73 -2.54
N -5.42 -3.49 -1.76
C -4.67 -0.49 -3.95
N -3.84 0.70 -4.39
H 0.52 -3.25 -3.35
H 0.33 -2.06 -1.83
H 0.17 -3.92 -1.54
H -2.05 -3.95 -3.28
H -2.17 -3.30 -1.51
H -2.88 -0.67 -0.74
H -3.78 -2.49 -4.62
H -5.49 -0.80 -4.75
H -5.25 -0.21 -2.95
H -4.38 1.60 -4.19
H -3.57 0.66 -5.39
C -1.97 -2.45 3.20
C -1.03 -2.99 2.14
O -0.52 -1.98 1.28
C 0.27 -0.96 1.88
C 1.54 -1.49 2.54
H -2.75 -1.83 2.75
H -2.45 -3.27 3.75
H -1.44 -1.82 3.93
H -1.59 -3.69 1.51
H -0.21 -3.56 2.59
H -0.33 -0.38 2.59
H 0.56 -0.27 1.08
H 1.30 -2.10 3.41
H 2.17 -0.66 2.86
H 2.10 -2.12 1.84
C 1.85 0.85 -3.88
C 1.18 1.26 -2.58
O 1.78 0.67 -1.42
C 3.15 1.01 -1.18
C 3.36 2.49 -0.93
H 1.94 -0.24 -3.94
H 1.27 1.21 -4.73
H 2.86 1.27 -3.96
H 0.14 0.91 -2.59
H 1.14 2.35 -2.47
H 3.78 0.65 -1.99
H 3.44 0.46 -0.28
H 3.18 3.08 -1.84
H 4.39 2.68 -0.61
H 2.68 2.86 -0.16
C 2.51 4.36 3.30
C 1.28 3.47 3.28
O 1.58 2.10 3.53
C 2.16 1.79 4.79
C 1.25 2.13 5.97
H 3.29 3.97 2.64
H 2.25 5.38 2.98
H 2.94 4.44 4.31
H 0.83 3.52 2.29
H 0.52 3.83 3.99
H 3.13 2.26 4.89
H 2.33 0.71 4.79
H 1.13 3.21 6.07
H 1.68 1.75 6.90
H 0.26 1.70 5.83

=====

Entry 4:
69
Properties=species:S:1:pos:R:3 method="wB97M-V/def2-TZVPD" de_lowest_ev=0.704 charge=+3 total_energy_ev=-71245.68277
Al 1.29 -1.45 -0.72
P 2.79 0.44 0.42
P -0.53 -0.63 0.72
P -2.04 2.98 -3.62
H 1.46 -1.60 -4.03
C 1.43 -0.62 -3.52
C 2.17 -0.61 -2.20
H 3.11 -1.15 -2.41
C 3.99 -0.55 1.37
C 2.13 1.62 1.65
C 3.91 1.55 -0.53
C -2.04 -1.61 0.41
C -0.40 -0.84 2.54
C -1.21 1.07 0.57
C -2.44 3.84 -5.13
C -1.17 4.05 -2.47
C -3.52 2.31 -2.83
H 1.79 0.12 -4.22
H 2.50 0.45 -2.07
H 4.73 -0.94 0.67
H 3.48 -1.39 1.87
H 4.47 0.10 2.10
H 1.42 1.13 2.32
H 1.63 2.45 1.13
H 2.98 2.00 2.24
H 4.62 0.95 -1.11
H 4.47 2.19 0.17
H 3.33 2.18 -1.22
H -2.75 -1.46 1.24
H -1.79 -2.68 0.35
H -2.50 -1.32 -0.54
H -1.42 -0.93 2.95
H 0.09 0.02 3.01
H 0.18 -1.74 2.77
H -2.17 1.11 1.09
H -1.37 1.31 -0.49
H -0.53 1.80 1.01
H -3.11 4.68 -4.94
H -2.92 3.15 -5.83
H -1.52 4.21 -5.59
H -1.53 5.09 -2.58
H -0.10 4.01 -2.70
H -1.32 3.71 -1.43
H -4.41 2.84 -3.18
H -3.45 2.41 -1.73
H -3.61 1.24 -3.08
C -0.91 -1.68 -2.81
C -2.13 -2.15 -3.32
C -2.53 -3.47 -3.10
C -1.80 -4.29 -2.21
C -0.64 -3.83 -1.62
C -0.02 -2.58 -2.06
S -0.35 -0.17 -3.52
H -1.20 1.86 -3.91
H -2.71 -1.49 -3.96
H -3.39 -3.87 -3.61
H -2.15 -5.31 -2.01
H -0.08 -4.46 -0.93
H 0.87 -2.85 -2.68
N 1.72 -5.53 2.47
C 1.48 -5.07 1.06
C 1.87 -3.62 1.10
O 2.09 -3.08 2.20
O 2.03 -3.03 -0.06
H 1.97 -4.67 3.00
H 2.46 -6.25 2.50
H 0.88 -5.98 2.85
H 2.07 -5.67 0.37
H 0.41 -5.20 0.84

=====

Entry 5:
73
Properties=species:S:1:pos:R:3 method="wB97M-V/def2-TZVPD" de_lowest_ev=0.000 charge=+1 total_energy_ev=-139529.70265
C 1.44 -7.85 3.08
O 0.16 -7.40 2.72
C -0.03 -6.00 2.86
C 0.20 -5.25 1.54
C -0.77 -4.06 1.40
C -0.29 -2.89 0.53
C 0.15 -1.67 1.35
C 1.36 -1.95 2.28
C 2.62 -1.20 1.86
C 3.41 -1.79 0.69
P 4.43 -3.26 1.02
I 4.09 -4.20 3.19
C 6.21 -2.79 0.84
C 6.99 -2.93 2.13
O 6.91 -2.16 3.03
I 8.25 -4.66 2.20
P 4.16 -4.72 -0.70
O 2.56 -4.75 -0.91
Br 4.47 -6.58 0.39
H 1.66 -8.75 2.51
H 1.49 -8.10 4.14
H 2.21 -7.11 2.84
H -1.06 -5.85 3.17
H 0.64 -5.63 3.64
H 0.03 -5.96 0.73
H 1.23 -4.90 1.49
H -1.04 -3.69 2.39
H -1.68 -4.47 0.95
H -1.12 -2.57 -0.10
H 0.52 -3.19 -0.14
H 0.39 -0.83 0.70
H -0.68 -1.36 1.98
H 1.12 -1.66 3.30
H 1.52 -3.02 2.30
H 3.27 -1.03 2.72
H 2.31 -0.20 1.54
H 4.13 -1.03 0.35
H 2.74 -1.99 -0.15
H 6.63 -3.45 0.09
H 6.22 -1.75 0.53
H 2.30 -4.10 -1.58
C -2.40 1.62 1.32
O -1.13 1.79 0.71
C -1.20 1.99 -0.69
C -1.03 3.44 -1.07
O -2.12 4.23 -0.61
C -1.83 4.99 0.55
H -2.26 1.66 2.40
H -3.10 2.41 1.03
H -2.83 0.65 1.06
H -2.15 1.61 -1.08
H -0.39 1.41 -1.15
H -1.01 3.52 -2.16
H -0.09 3.83 -0.68
H -1.14 5.81 0.31
H -1.39 4.37 1.34
H -2.76 5.41 0.91
C -2.11 6.91 -4.92
O -2.83 5.79 -4.44
C -3.26 5.93 -3.09
C -4.72 6.30 -3.00
O -4.97 7.60 -3.52
C -5.53 7.59 -4.82
H -1.99 6.79 -6.00
H -2.65 7.85 -4.74
H -1.12 6.98 -4.46
H -2.65 6.67 -2.57
H -3.10 4.97 -2.60
H -5.02 6.30 -1.95
H -5.32 5.55 -3.52
H -6.57 7.24 -4.79
H -4.96 6.96 -5.50
H -5.52 8.61 -5.18

=====

Entry 6:
69
Properties=species:S:1:pos:R:3 method="wB97M-V/def2-TZVPD" de_lowest_ev=2.001 charge=+4 s_squared=8.782 multiplicity=6 total_energy_ev=-58676.07132
Ir -0.07 -0.32 -0.14
P 2.30 -0.22 -0.22
P -0.95 1.87 -0.02
P -0.50 -0.49 -2.24
H -1.49 -3.12 3.38
C -1.05 -3.74 2.60
C 0.29 -3.80 2.27
H 1.11 -3.13 2.61
C 3.02 -0.53 1.42
C 2.88 1.43 -0.77
C 2.87 -1.59 -1.29
C -2.64 1.66 0.63
C -0.05 2.89 1.19
C -1.09 3.02 -1.43
C -0.13 -2.05 -3.12
C 0.34 0.74 -3.35
C -2.33 -0.22 -2.41
H -1.63 -4.62 2.31
H 0.60 -4.81 2.00
H 2.53 -1.44 1.82
H 2.79 0.33 2.08
H 4.11 -0.68 1.45
H 2.60 2.18 -0.02
H 2.46 1.70 -1.73
H 3.98 1.43 -0.87
H 2.37 -2.49 -0.92
H 3.96 -1.74 -1.21
H 2.61 -1.42 -2.34
H -2.76 2.31 1.51
H -2.77 0.61 0.94
H -3.37 1.95 -0.14
H 0.10 3.95 0.91
H 0.95 2.45 1.32
H -0.61 2.88 2.14
H -1.67 2.59 -2.25
H -0.09 3.28 -1.80
H -1.62 3.91 -1.09
H -0.13 -1.92 -4.23
H -0.87 -2.85 -2.87
H 0.86 -2.44 -2.82
H 0.47 0.28 -4.33
H 1.33 0.98 -2.94
H -0.23 1.67 -3.48
H -2.67 -0.84 -3.24
H -2.54 0.81 -2.67
H -2.87 -0.52 -1.51
C -0.25 -4.32 -0.35
C -1.66 -4.31 -0.21
C -2.45 -4.78 -1.27
C -1.85 -5.34 -2.40
C -0.45 -5.37 -2.48
C 0.35 -4.93 -1.45
O 0.53 -3.54 0.46
H 0.15 -2.21 0.06
H -2.12 -3.82 0.63
H -3.53 -4.69 -1.14
H -2.46 -5.73 -3.21
H 0.06 -5.79 -3.32
H 1.45 -4.97 -1.49
N 0.77 -0.08 4.40
C -0.47 -0.87 4.18
C -0.82 -0.87 2.70
O -1.91 -1.30 2.28
O 0.11 -0.36 1.95
H 1.61 -0.41 3.88
H 1.00 -0.05 5.41
H 0.61 0.88 4.11
H -0.32 -1.88 4.54
H -1.28 -0.44 4.78